[1]
7
Properties=species:S:1:pos:R:3 method="wB97M-V/def2-TZVPD" e_lumo_ev=-0.747 homo_energy_ev=-11.32 smiles="O=POC(F)F" homo_lumo_gap_ev=10.57 charge=0
P -2.6038 0.0788 0.2270
F 0.5210 0.1958 -1.0095
F -0.2281 2.1440 -0.2203
O -0.9691 0.3124 0.6968
O -3.2485 1.0234 -0.6540
C 0.0897 0.9261 0.1340
H 1.0607 0.9677 0.8154

[2]
78
Properties=species:S:1:pos:R:3 method="wB97M-V/def2-TZVPD" e_lumo_ev=0.358 homo_energy_ev=-7.95 homo_lumo_gap_ev=8.31 charge=0
Sr -1.2066 -1.8807 -0.7583
Br 0.8761 -4.8285 3.2499
Se -2.3622 -2.5677 -3.5406
P -1.4132 1.3445 -0.4676
O -2.1084 -1.9060 1.5864
O -0.0106 -2.6135 1.3534
N 1.3100 -1.9549 -1.5882
N -4.3621 -2.4452 -1.3062
N 3.4643 -1.1686 -2.0833
C 5.2068 -1.5421 -3.8385
C -0.9682 -2.8266 6.3370
C 1.1606 1.9034 -1.1776
C 4.3954 -0.5448 -3.0175
C -0.5801 2.4307 -2.8902
C -0.1331 1.9356 3.9476
C -0.2402 3.9388 -0.9152
C -0.1847 -3.6783 5.5742
C -3.6778 1.1202 -1.9869
C -3.2074 1.8365 -0.7111
C 4.0130 -1.6649 -0.8244
C -0.0436 0.7790 1.8456
C -1.7909 -1.8038 4.3358
C 4.2776 -3.1691 -0.7929
C -1.7767 -1.8854 5.7159
C -1.0430 -2.3909 2.0592
C -0.2413 2.4885 -1.3991
C -1.0521 2.8226 3.4052
C -3.6591 -2.5364 -2.2268
C -0.9649 1.6637 1.2809
C -1.4610 2.6916 2.0844
C -3.5400 3.3230 -0.8365
C 0.3774 0.9136 3.1615
C -3.9623 1.2137 0.4777
C 2.1517 -1.3549 -2.3684
C -0.9904 -2.6284 3.5489
C -0.1905 -3.5726 4.1902
C 1.6220 -0.8188 -3.6731
H 1.4774 2.0231 -0.1404
H 3.8467 0.1142 -3.6829
H 1.7530 -2.3404 -0.7556
H -2.3997 -1.2249 6.3050
H 3.3763 -3.7400 -1.0157
H -3.1437 1.4539 -2.8766
H 5.0402 -3.4538 -1.5172
H 2.1337 -1.2815 -4.5181
H 0.3633 -0.0365 1.2582
H 4.9417 -1.1233 -0.6456
H 4.5460 -2.2115 -4.3925
H -2.1779 3.3971 1.6907
H 0.4295 -4.4331 6.0451
H -0.0333 3.9979 0.1540
H -1.1891 4.4359 -1.1146
H -1.5232 2.9335 -3.1065
H 0.1747 2.0346 4.9806
H 3.3332 -1.3906 -0.0134
H -4.7422 1.3194 -2.1403
H -3.6764 0.1697 0.6344
H -5.0355 1.2299 0.2716
H 5.8385 -1.0116 -4.5524
H -3.1395 3.7428 -1.7606
H 0.2016 2.9395 -3.4627
H -2.4244 -1.0908 3.8216
H -0.9519 -2.9098 7.4163
H 1.0852 0.2033 3.5707
H 5.8525 -2.1474 -3.2016
H -1.4575 3.6222 4.0128
H 1.7445 0.2619 -3.7498
H 5.0667 0.0924 -2.4391
H -4.6278 3.4349 -0.8713
H -3.5622 0.0393 -1.9036
H 1.8802 2.4299 -1.8130
H -3.7818 1.7590 1.4043
H -3.1751 3.9216 -0.0044
H 4.6230 -3.4588 0.2004
H 0.5632 -1.0607 -3.7309
H -0.6536 1.4001 -3.2473
H 0.5449 4.4950 -1.4379
H 1.1941 0.8400 -1.4223

[3]
6
Properties=species:S:1:pos:R:3 method="wB97M-V/def2-TZVPD" e_lumo_ev="4.054 / 4.054" homo_energy_ev="-3.49 / -3.49" homo_lumo_gap_ev="7.55 / 7.55" charge=-1
S 1.1100 -0.0184 0.3823
F -1.6126 -1.1180 0.2226
F -1.7388 1.0678 0.2193
O 1.7423 -1.1938 -0.2073
O 1.6168 1.2484 -0.1416
N -1.1177 0.0140 -0.4753

[4]
60
Properties=species:S:1:pos:R:3 method="wB97M-V/def2-TZVPD" e_lumo_ev=-3.968 homo_energy_ev=-10.01 homo_lumo_gap_ev=6.04 charge=+1
O 1.7863 2.4426 -1.3959
O 0.4484 4.0707 -0.7011
N -1.7818 2.2652 -1.2887
N -2.6760 -1.5347 1.9838
C -1.5294 -5.0127 1.3073
C 2.7846 3.5138 -1.3914
C -0.8085 -0.8548 0.9119
C -3.9941 1.6734 -2.0162
C -0.4098 -4.6642 0.5346
C -2.4216 0.9257 1.9140
C 0.1785 -0.0247 0.4244
C -1.9953 -0.4396 1.5868
C 4.1717 -1.6582 0.0565
C 2.0763 -1.4133 1.2561
C 3.6456 -0.8323 -0.9417
C -0.8905 -2.3139 0.8186
C -3.9192 -1.5090 2.7417
C -2.6985 1.3218 -1.6818
C -3.4634 3.9597 -1.6122
C 2.3752 -0.2869 -0.8313
C 1.5335 -0.5297 0.2816
C -0.0923 -3.3175 0.2681
C -0.4328 1.8072 -0.9863
C 0.5720 2.8838 -1.0148
C -2.0379 -2.7001 1.5438
C 3.3627 -1.9388 1.1725
C -2.1874 3.5806 -1.2398
C 5.5393 -2.2574 -0.1311
C -4.4001 3.0061 -1.9880
C 4.1034 2.8702 -1.7334
C -2.3815 -4.0211 1.8237
H 0.2278 -5.4582 0.1370
H -0.0793 1.0825 0.2634
H -3.2844 -4.2375 2.3905
H 5.4705 -3.3198 -0.3798
H -1.7564 -6.0684 1.5120
H -3.2418 1.2564 1.2615
H -5.4238 3.2926 -2.2029
H 6.1566 -2.1726 0.7642
H -1.5812 1.6073 1.7644
H 0.7839 -3.0575 -0.3245
H 4.3286 2.0566 -1.0332
H 2.4776 4.2470 -2.1482
H 6.0474 -1.7531 -0.9557
H -0.1941 0.9800 -1.6720
H -4.2359 -2.5391 2.9188
H 3.7352 -2.5837 1.9761
H 1.4371 -1.7031 2.0999
H -3.7806 -1.0067 3.7101
H -3.6882 5.0244 -1.5794
H -1.4437 4.3190 -0.9855
H -2.3117 0.3083 -1.7574
H 4.1002 2.4773 -2.7600
H 4.2457 -0.6000 -1.8276
H 2.7930 3.9633 -0.3925
H -2.7416 1.0354 2.9572
H -4.6987 -0.9786 2.1757
H 1.9822 0.3244 -1.6474
H 4.8964 3.6195 -1.6572
H -4.6782 0.8721 -2.2790

Relative energy (zero: lowest compared OMol25 entry of this formula, charge and spin) across the listed records, respectively: 8.4 1.9 25.3 45.3 kcal/mol.
Maximum force across the listed records, respectively: 3.45 0.43 1.47 4.51 eV Å⁻¹.